(1)
{
  "formula": "C5H14N2",
  "method": "the ωB97M-V functional and the def2-TZVPD basis",
  "e_lumo_ev": -2.53,
  "mol_weight_g_mol": 102.181,
  "gap_ev": 4.960,
  "relative_energy_ev": 8.500,
  "e_tot_ha": -308.11071,
  "symbols": ["C", "C", "C", "C", "N", "C", "N", "H", "H", "H", "H", "H", "H", "H", "H", "H", "H", "H", "H", "H", "H"],
  "positions_angstrom": [[-0.4168, -1.5584, 0.1100], [-1.0030, -0.2504, 0.2815], [-0.4044, 0.7950, -0.5550], [1.1062, 1.1490, -0.1109], [2.0815, 0.2968, -0.4977], [3.0392, 0.1018, 0.5964], [-3.3760, -0.1050, -0.5316], [0.7970, -1.4524, 0.1920], [-0.8489, -2.3783, 0.6953], [-0.7036, -1.9953, -0.8749], [-2.0986, -0.2311, -0.1531], [-1.2594, 0.1152, 1.3268], [-1.0209, 1.5761, -0.5931], [-0.2790, 0.4848, -1.6264], [1.3919, 2.1896, -0.4781], [0.8812, 1.1981, 0.9948], [2.9241, -0.8082, 1.2297], [4.1054, 0.0939, 0.3448], [2.8263, 0.9384, 1.3424], [-3.4970, 0.2643, -1.3855], [-4.2451, -0.4239, -0.3074]],
  "forces_ev_per_a": [[0.832, -1.704, -0.689], [3.644, 1.256, 2.367], [1.821, -3.261, -2.694], [-1.291, 0.675, 1.607], [1.010, -0.925, 0.560], [-0.628, 0.761, 1.831], [3.482, 0.406, 2.486], [-2.002, -0.107, -0.446], [0.595, 0.485, 0.908], [0.944, 0.837, -0.007], [-4.830, -0.126, -1.409], [0.253, -0.593, -1.151], [-1.936, 3.776, 0.245], [-0.280, -0.146, 0.821], [-1.040, -0.956, 0.003], [1.144, 0.403, -0.236], [-0.325, 0.160, -0.686], [-0.349, 0.184, -0.620], [0.840, -0.923, -0.663], [0.451, 1.701, -4.034], [-2.334, -1.903, 1.805]],
  "mulliken_charge": [-0.89, 0.47, -1.19, -0.25, -0.38, -0.64, -0.66, 0.17, 0.37, 0.30, -0.19, 0.40, 0.51, 0.32, 0.32, 0.35, 0.24, 0.32, 0.28, 0.08, 0.06]
}



(2)
{
  "formula": "C47H133N17O14",
  "method": "the ωB97M-V functional and the def2-TZVPD basis",
  "e_lumo_ev": 0.21,
  "mol_weight_g_mol": 1160.686,
  "gap_ev": 8.680,
  "relative_energy_ev": 0.000,
  "e_tot_ha": -3854.65698,
  "symbols": ["C", "C", "C", "O", "C", "N", "H", "H", "H", "H", "H", "H", "H", "H", "H", "H", "H", "C", "C", "C", "O", "C", "N", "H", "H", "H", "H", "H", "H", "H", "H", "H", "H", "H", "C", "C", "C", "O", "C", "N", "H", "H", "H", "H", "H", "H", "H", "H", "H", "H", "H", "C", "C", "C", "O", "C", "N", "H", "H", "H", "H", "H", "H", "H", "H", "H", "H", "H", "C", "C", "C", "O", "C", "N", "H", "H", "H", "H", "H", "H", "H", "H", "H", "H", "H", "C", "C", "C", "O", "C", "N", "H", "H", "H", "H", "H", "H", "H", "H", "H", "H", "H", "C", "C", "C", "O", "C", "N", "H", "H", "H", "H", "H", "H", "H", "H", "H", "H", "H", "C", "C", "C", "O", "C", "N", "H", "H", "H", "H", "H", "H", "H", "H", "H", "H", "H", "C", "C", "C", "O", "C", "N", "H", "H", "H", "H", "H", "H", "H", "H", "H", "H", "H", "C", "C", "C", "O", "C", "N", "H", "H", "H", "H", "H", "H", "H", "H", "H", "H", "H", "C", "C", "C", "O", "C", "N", "H", "H", "H", "H", "H", "H", "H", "H", "H", "H", "H", "C", "O", "N", "N", "H", "H", "H", "H", "C", "O", "N", "N", "H", "H", "H", "H", "C", "O", "N", "N", "H", "H", "H", "H"],
  "positions_angstrom": [[-1.9829, -2.7958, -6.4662], [-2.4356, -2.9023, -5.0110], [-3.6349, -2.0029, -4.7408], [-3.9765, -2.1145, -3.3981], [-4.7960, -1.0672, -2.9346], [-2.7008, -4.3157, -4.7058], [-1.1553, -3.4913, -6.5828], [-1.5991, -1.8101, -6.7439], [-2.8020, -3.0199, -7.1571], [-1.5850, -2.5476, -4.4240], [-4.4585, -2.1741, -5.4434], [-3.2103, -0.9866, -4.8714], [-5.7592, -1.1950, -3.4453], [-4.3114, -0.1030, -3.1026], [-5.0258, -1.1764, -1.8773], [-3.0686, -4.3732, -3.7532], [-3.4849, -4.6482, -5.2700], [-5.3134, 2.8368, 8.0498], [-4.6201, 3.1721, 6.7495], [-5.5565, 3.1748, 5.5590], [-4.9145, 3.3483, 4.3301], [-4.0040, 2.3445, 3.9853], [-4.0564, 4.5301, 6.8492], [-4.6592, 2.7236, 8.9147], [-5.8581, 1.8929, 7.9066], [-6.0816, 3.5427, 8.3852], [-3.8478, 2.3998, 6.6174], [-6.2024, 4.0461, 5.7219], [-6.2338, 2.3071, 5.5448], [-4.3814, 1.3367, 4.1858], [-3.0135, 2.5368, 4.4282], [-3.7328, 2.3408, 2.9254], [-3.7647, 4.8111, 5.9092], [-3.2113, 4.5679, 7.4096], [-1.3677, -4.0573, 1.0228], [-1.8898, -3.5800, 2.3767], [-3.3471, -3.9486, 2.5810], [-4.2228, -3.4830, 1.5852], [-4.4578, -2.0678, 1.6604], [-1.1114, -4.1302, 3.5282], [-0.3634, -3.6621, 0.8705], [-1.9816, -3.7155, 0.1790], [-1.4562, -5.1495, 1.0010], [-1.7632, -2.4987, 2.4474], [-3.6997, -3.7055, 3.5856], [-3.4571, -5.0315, 2.4414], [-5.0824, -1.8509, 2.5382], [-4.9363, -1.7590, 0.7375], [-3.5162, -1.5360, 1.8213], [-1.1548, -5.1442, 3.3472], [-0.0930, -3.9646, 3.4260], [5.3169, -4.0488, 5.2271], [5.0732, -2.9271, 6.2258], [3.6256, -2.5502, 6.4520], [2.9410, -2.2307, 5.2536], [1.7299, -1.5361, 5.4075], [5.5713, -3.4563, 7.5238], [4.9468, -5.0212, 5.5457], [6.3992, -4.1466, 5.1123], [4.8746, -3.8003, 4.2607], [5.6654, -2.0405, 5.9604], [3.5545, -1.7595, 7.2168], [3.1435, -3.4404, 6.9006], [1.2608, -1.3848, 4.4338], [1.9497, -0.5013, 5.7106], [0.9588, -1.9980, 6.0324], [5.5947, -2.7030, 8.2163], [6.5515, -3.7091, 7.4237], [1.2373, 6.4891, -5.1825], [1.0912, 6.1258, -3.7220], [0.7102, 4.6861, -3.4521], [0.4477, 4.5034, -2.1080], [-0.3113, 3.3441, -1.8281], [2.3294, 6.4339, -3.0019], [1.9048, 5.8165, -5.7209], [1.5780, 7.5174, -5.2594], [0.2364, 6.4684, -5.6241], [0.3390, 6.7793, -3.2733], [1.5343, 4.0536, -3.8143], [-0.1786, 4.3954, -4.0372], [-1.3299, 3.4990, -2.1956], [-0.2439, 3.3611, -0.7392], [0.0042, 2.3330, -2.1309], [3.1148, 5.8790, -3.3052], [2.2215, 6.4513, -2.0026], [0.4683, 3.9993, 4.6378], [0.5846, 4.2292, 3.1378], [-0.7679, 4.3383, 2.4736], [-1.6338, 5.2505, 3.0916], [-2.8051, 5.4177, 2.3214], [1.3539, 5.5025, 2.8750], [0.0858, 4.8666, 5.1764], [1.4349, 3.7940, 5.1097], [-0.1853, 3.1390, 4.8243], [1.1506, 3.4341, 2.6468], [-1.1906, 3.3189, 2.4488], [-0.6245, 4.6575, 1.4283], [-3.6539, 5.6310, 2.9747], [-3.1083, 4.5931, 1.6706], [-2.6969, 6.3272, 1.7074], [0.6516, 6.2012, 2.6494], [1.8318, 5.7915, 3.7179], [2.9787, 3.1945, -0.4460], [4.1758, 2.7802, 0.4307], [4.6774, 1.3825, 0.0962], [3.6174, 0.4962, 0.4120], [3.7885, -0.7331, -0.2581], [5.2208, 3.8011, 0.1980], [2.3908, 2.3208, -0.7257], [3.1600, 3.8709, -1.2797], [2.3997, 3.8509, 0.2209], [3.8798, 2.7781, 1.4881], [5.5467, 1.1527, 0.7320], [4.9978, 1.4065, -0.9557], [2.8846, -1.3316, -0.1805], [4.7014, -1.2879, -0.0168], [3.8728, -0.4984, -1.3312], [4.8089, 4.7261, 0.2258], [5.8970, 3.7754, 0.9618], [1.4116, -0.1197, -7.9845], [0.5983, 0.6281, -6.9308], [1.4696, 1.3835, -5.9502], [2.2536, 0.5315, -5.1453], [3.2095, 1.1800, -4.3399], [-0.4962, 1.4336, -7.4843], [1.8035, 0.5757, -8.7430], [0.7852, -0.7568, -8.6222], [2.1817, -0.7572, -7.5564], [0.1084, -0.2050, -6.3970], [0.8854, 2.0991, -5.3407], [2.1210, 2.0766, -6.5310], [4.0973, 1.4090, -4.9448], [3.4271, 0.4787, -3.5388], [2.9309, 2.1447, -3.8942], [-1.1598, 0.8026, -7.9312], [-0.1914, 2.0438, -8.2444], [0.9538, 0.7752, 1.9060], [-0.1497, 0.7508, 0.8552], [0.2573, 0.0778, -0.4619], [-0.8984, 0.0957, -1.2871], [-0.6972, -0.6033, -2.5039], [-1.3731, 0.1990, 1.4493], [0.6471, 1.3016, 2.8064], [1.8302, 1.2966, 1.5159], [1.3354, -0.2258, 2.1349], [-0.2921, 1.8031, 0.5564], [0.6375, -0.9268, -0.2217], [1.0817, 0.6536, -0.9034], [-1.6220, -0.6330, -3.0975], [-0.3053, -1.6190, -2.3947], [-0.0323, -0.0579, -3.2111], [-2.0964, 0.9291, 1.4347], [-1.8284, -0.4780, 0.8328], [2.4857, -6.0648, 3.6040], [2.7865, -4.9823, 2.5843], [2.4093, -5.4077, 1.1636], [2.9414, -6.6703, 0.8543], [4.2858, -6.5999, 0.3804], [1.9881, -3.7890, 2.9539], [2.8479, -5.7826, 4.5976], [3.0143, -6.9973, 3.3953], [1.4137, -6.2543, 3.6587], [3.8630, -4.7462, 2.5068], [2.6772, -4.6850, 0.3877], [1.3189, -5.4902, 1.1104], [4.2611, -6.2831, -0.6813], [4.6862, -7.6179, 0.3512], [4.9813, -5.9785, 0.9538], [2.2316, -3.5230, 3.9126], [2.2228, -2.9695, 2.3925], [3.3163, -2.9133, -5.7277], [2.1856, -3.1182, -4.7306], [2.6197, -2.8962, -3.2867], [1.5116, -2.8826, -2.3935], [0.9417, -4.1671, -2.1749], [1.1029, -2.2497, -5.1314], [3.8078, -1.9524, -5.5726], [2.8940, -2.9977, -6.7264], [4.0797, -3.6928, -5.6461], [1.8514, -4.1538, -4.7802], [3.0737, -1.9084, -3.1843], [3.3669, -3.6382, -2.9681], [1.6413, -4.8376, -1.6659], [0.5863, -4.6127, -3.1095], [0.0506, -4.0409, -1.5594], [0.3779, -2.3393, -4.4191], [1.3256, -1.2536, -5.1380], [-4.1951, 1.8605, -0.5875], [-3.8240, 1.7352, 0.6082], [-5.4187, 2.4412, -0.9633], [-3.3947, 1.4507, -1.6618], [-5.5469, 2.5811, -1.9466], [-6.0684, 2.7586, -0.2778], [-3.6211, 1.7208, -2.6240], [-2.5329, 0.9392, -1.4425], [-2.0763, -0.6375, 5.3623], [-2.5468, -0.0060, 6.3684], [-2.4444, -1.9802, 5.1341], [-1.2762, 0.0008, 4.4071], [-1.9916, -2.6356, 4.4698], [-3.0201, -2.2911, 5.8947], [-1.1085, 0.9751, 4.5484], [-1.0970, -0.4307, 3.5120], [-3.2085, 1.9953, -5.0744], [-4.2079, 2.0195, -4.3112], [-1.8994, 1.9937, -4.6115], [-3.3140, 2.0337, -6.4572], [-1.1430, 1.7810, -5.2353], [-1.7631, 1.9028, -3.6226], [-4.2363, 2.0627, -6.8446], [-2.4931, 1.9755, -7.0501]],
  "forces_ev_per_a": [[-0.050, -0.010, 0.015], [-0.494, -0.403, -0.821], [1.643, 1.017, 0.162], [0.122, -0.792, 0.856], [-0.680, -0.332, -0.457], [-0.200, 0.042, 0.490], [-0.070, -0.090, -0.295], [-0.088, 0.083, 0.258], [0.098, -0.212, 0.033], [-0.278, -0.202, 0.384], [-0.138, -0.049, 0.092], [-0.562, 0.110, -0.442], [-0.053, 0.694, -0.113], [-0.474, -0.197, -0.167], [0.441, -0.221, 0.130], [0.251, 0.069, -0.154], [0.285, 0.137, -0.139], [-1.200, -0.630, 0.276], [0.730, 0.154, 0.693], [-0.743, 0.156, 0.781], [-0.127, 0.527, -0.760], [1.184, -0.376, -0.466], [0.301, 0.174, -0.758], [0.336, -0.086, -0.275], [0.258, -0.048, 0.222], [0.156, 0.314, -0.460], [-0.050, 0.089, -0.170], [0.020, 0.010, -0.349], [0.373, -0.196, 0.018], [0.153, 0.057, 0.401], [-0.295, -0.388, 0.630], [-0.830, 0.443, -0.173], [-0.063, 0.022, 0.265], [-0.119, -0.232, 0.093], [-0.642, 0.270, -0.075], [0.804, 0.373, 0.202], [-0.426, -1.001, -0.376], [-0.103, 1.090, -0.323], [0.284, -0.670, 0.671], [-0.023, -0.970, -1.013], [0.185, -0.459, 0.007], [-0.060, 0.169, 0.275], [0.550, 0.019, -0.064], [-0.110, 0.194, -0.187], [0.033, 0.200, 0.051], [0.328, -0.099, 0.422], [-0.099, 0.064, -0.248], [-0.038, 0.060, 0.003], [-0.090, 0.162, -0.249], [-0.083, 0.264, 0.663], [-0.608, 0.329, -0.254], [0.057, 0.542, -0.501], [0.654, -0.485, 0.709], [-0.798, -0.845, 0.492], [0.513, -0.209, -0.065], [-0.261, 1.273, -0.336], [0.082, 0.687, 0.306], [-0.237, 0.121, 0.272], [-0.030, -0.060, -0.205], [0.123, -0.054, -0.023], [-0.260, -0.032, -0.391], [-0.006, 0.137, -0.376], [0.073, 0.232, -0.019], [0.207, -0.406, -0.196], [-0.215, -0.229, 0.502], [0.393, -0.160, 0.286], [-0.185, -0.225, -0.138], [-0.147, -0.131, -0.127], [-0.790, -0.036, 0.084], [0.847, 0.228, 1.047], [-0.605, -0.006, -1.552], [0.527, -0.598, 0.040], [-0.285, 0.671, 1.176], [-0.030, 0.813, -0.468], [0.055, 0.017, -0.059], [0.267, -0.020, -0.023], [0.163, -0.210, -0.292], [-0.166, -0.105, -0.064], [0.125, -0.172, 0.127], [-0.028, 0.090, -0.076], [-0.131, -0.100, 0.260], [-0.735, -0.419, -0.001], [0.710, 0.475, -0.497], [0.043, -0.170, 0.177], [0.051, -0.320, 0.123], [0.071, -0.575, 0.222], [0.764, 1.818, 0.406], [0.274, -0.694, -0.737], [-0.030, -0.581, 0.260], [-0.784, 1.333, -0.121], [-0.615, -0.744, -0.299], [-0.345, 0.014, -0.304], [0.039, -0.163, -0.280], [0.041, 0.121, 0.213], [-0.248, -0.168, 0.119], [-0.264, 0.164, 0.010], [0.117, -0.174, -0.024], [0.169, -0.227, 0.224], [0.440, -0.285, 0.199], [0.089, -0.288, -0.161], [0.302, 0.225, 0.207], [-0.042, 0.133, 0.000], [-0.496, 0.362, 1.484], [0.195, 0.922, -0.726], [0.156, 0.991, 0.694], [0.678, -0.473, -0.428], [-0.188, 0.377, -1.236], [0.413, -0.623, 0.451], [-0.129, 0.225, -0.117], [0.631, -0.494, -0.332], [-0.477, -0.330, -0.225], [-0.232, -0.107, -0.120], [0.032, -0.086, -0.244], [-0.256, -0.492, 0.002], [0.066, -0.153, 0.442], [-0.127, 0.044, 0.498], [0.038, -0.209, -0.046], [-0.091, -0.040, -0.001], [-0.069, 0.049, -0.246], [-0.173, 0.378, -1.123], [-0.266, -1.869, 0.008], [0.455, 1.791, -0.365], [-0.915, 0.116, -0.265], [0.591, 0.230, -0.192], [-0.009, 0.270, -0.240], [0.474, 0.061, 0.479], [-0.230, -0.128, 0.522], [0.139, 0.211, 0.029], [-0.065, 0.476, 0.267], [-0.091, -0.481, 0.108], [0.028, -0.371, 0.086], [0.092, -0.251, 0.177], [0.306, 0.071, 0.052], [-0.633, -0.250, -0.087], [0.235, -0.103, 0.087], [0.230, -0.058, 0.300], [0.800, -0.045, -0.744], [0.126, 0.648, -0.017], [-0.050, 0.283, 1.274], [0.641, -0.811, -0.530], [-0.098, 0.375, -1.315], [-0.693, 0.020, -0.542], [-0.219, -0.241, 0.091], [-0.108, 0.091, 0.029], [-0.331, -0.053, 0.231], [-0.376, -0.174, 0.281], [-0.357, -0.185, -0.504], [-0.079, -0.155, -0.138], [-0.244, -0.121, 0.701], [-0.077, 0.261, 0.325], [0.312, -0.088, 0.625], [0.224, -0.186, 0.243], [0.482, 0.019, -0.058], [0.640, -0.220, 0.222], [-0.085, 0.821, -0.587], [-0.896, -0.261, 0.350], [0.909, -0.110, -0.113], [-0.374, -0.623, -0.967], [0.323, -0.065, 0.102], [-0.232, 0.269, -0.048], [-0.194, 0.051, -0.292], [-0.012, -0.016, -0.039], [-0.113, -0.155, 0.586], [0.294, 0.334, 0.142], [0.000, -0.159, 0.054], [0.184, 0.252, 0.408], [-0.142, 0.098, 0.251], [-0.355, 0.093, 0.109], [0.044, -0.043, -0.342], [0.071, -0.284, -0.012], [0.325, -0.688, 0.314], [0.609, 0.264, -0.138], [0.067, 0.260, 0.212], [0.180, -0.343, 0.147], [-0.293, 0.117, -0.189], [-1.293, 0.046, 0.376], [-0.106, 0.140, -0.174], [0.071, 0.238, -0.098], [0.000, 0.077, 0.109], [-0.216, -0.074, -0.334], [0.031, 0.080, -0.044], [-0.094, -0.054, -0.038], [0.000, -0.019, -0.109], [0.184, -0.121, 0.013], [0.148, 0.119, 0.164], [0.007, 0.028, -0.286], [0.615, -0.472, 0.191], [0.675, 0.170, 0.460], [-1.020, 0.141, -2.163], [2.191, -1.136, 0.078], [-0.607, 0.643, 1.396], [-0.424, 0.139, -0.097], [-0.051, 0.146, 0.218], [-0.191, -0.185, 0.460], [-0.565, 0.497, 0.089], [-1.258, 1.066, 1.070], [1.483, -1.724, -2.651], [0.895, 2.078, -0.217], [-0.778, -1.849, 1.607], [-0.226, 0.504, 1.136], [0.047, -0.466, -0.056], [-0.076, 0.193, -0.035], [-0.167, 0.422, -0.194], [-0.401, 0.338, -0.029], [1.779, 0.030, -1.467], [-1.401, -0.079, -0.217], [0.065, -0.165, 1.302], [0.041, 0.034, -0.220], [0.070, -0.038, 0.103], [-0.114, -0.025, -0.017], [-0.228, 0.166, 0.432]],
  "mulliken_charge": [-1.39, 3.00, -0.66, -0.33, -0.29, -0.80, 0.40, 0.02, 0.50, -1.81, 0.55, -0.23, 0.42, 0.37, -0.13, 0.33, 0.32, -1.69, 1.35, -1.01, -0.39, -0.20, -0.79, 0.35, 0.36, 0.37, 0.00, 0.41, 0.35, 0.53, 0.00, -0.23, 0.24, 0.27, -1.51, 2.41, -0.97, -0.38, -0.15, -0.64, 0.01, 0.55, 0.48, -1.47, 0.37, 0.35, 0.35, 0.12, -0.10, 0.39, 0.12, -1.08, 0.74, -1.05, -0.18, -0.63, -0.76, 0.35, 0.46, -0.04, 0.16, 0.41, 0.35, -0.21, 0.51, 0.40, 0.24, 0.26, -1.56, 0.05, 0.62, -0.36, 0.60, -0.67, 0.29, 0.41, 0.38, 0.39, -0.55, 0.15, 0.83, -0.79, -0.31, 0.21, 0.30, -1.57, 1.54, -0.29, -0.48, -0.67, -0.78, 0.43, 0.41, 0.17, -0.66, -0.05, 0.63, 0.25, 0.19, 0.33, 0.30, 0.30, -0.28, 0.97, -1.32, 0.11, -0.23, -0.78, -0.84, 0.56, 0.21, 0.11, 0.36, 0.33, -0.21, 0.41, -0.06, 0.27, 0.29, -1.75, 1.08, 0.07, -0.24, -0.37, -0.38, 0.48, 0.41, 0.14, -0.54, -0.49, 0.63, 0.34, -0.19, 0.05, 0.48, 0.21, 0.38, 1.92, -0.68, 0.03, 1.94, 2.08, 0.27, -1.00, -0.64, -1.14, 0.01, -0.23, -0.69, -0.61, -0.11, -0.97, -0.11, -1.64, 0.93, -0.12, -0.45, -0.66, 0.27, 0.34, 0.42, 0.23, 0.10, 0.17, -0.08, 0.23, 0.30, 0.28, 0.15, -0.37, -1.82, 0.25, -0.21, 0.56, -0.61, 0.52, 0.19, 0.41, 0.49, 0.53, -0.47, 0.44, 0.15, 0.37, -0.06, -0.64, -0.17, 0.12, -0.48, -0.32, 0.84, 0.14, 0.24, 0.22, -0.48, 0.11, -0.76, -0.15, 0.72, 0.24, 0.23, -0.08, -0.61, 0.39, -0.77, 0.26, -0.33, 0.05, -0.42, 0.23, 0.22]
}